Here is C33H39BCl5N6S3V as an isolated structure from the OMol25 dataset. Energies are from ωB97M-V/def2-TZVPD.

```
88
Properties=species:S:1:pos:R:3:mulliken_charge:R:1
V 0.076 -3.120 0.607 -1.385
C -4.479 -1.392 -1.525 -1.829
C -3.156 -0.702 -1.578 0.435
C -2.913 0.414 -2.334 -0.451
C -1.636 1.022 -2.360 -0.271
N -0.653 0.544 -1.632 -0.663
N -0.898 -0.533 -0.889 0.833
B 0.201 -0.983 0.062 0.782
N -0.107 -0.559 1.524 0.547
N -1.034 0.397 1.661 -0.416
C -1.296 0.826 2.870 -0.041
C -0.631 0.278 3.996 -0.422
C 0.286 -0.724 3.863 0.014
C 1.003 -1.348 5.014 -1.777
C 0.540 -1.149 2.534 1.160
S 1.691 -2.391 2.104 -0.365
C -2.327 1.927 3.020 2.129
C -3.450 1.420 3.936 -1.728
C -2.908 2.315 1.663 -1.891
C -1.638 3.146 3.651 -1.576
N 1.578 -0.523 -0.396 0.946
N 1.937 0.738 -0.148 -0.648
C 3.066 1.142 -0.678 -0.067
C 3.838 0.274 -1.498 -0.318
C 3.466 -1.023 -1.725 0.069
C 4.251 -1.984 -2.556 -1.759
C 2.264 -1.411 -1.092 0.801
S 1.583 -3.018 -1.103 -0.508
C 3.516 2.563 -0.401 2.110
C 2.527 3.280 0.516 -1.540
C 3.610 3.315 -1.737 -1.504
C 4.896 2.515 0.270 -1.791
C -2.052 -1.186 -0.840 0.877
S -2.117 -2.615 0.151 -0.495
C -1.308 2.274 -3.159 2.289
C -2.409 2.601 -4.168 -2.223
C -1.165 3.428 -2.156 -1.382
C 0.017 2.068 -3.902 -1.447
H -5.200 -0.893 -2.167 0.417
H -4.383 -2.431 -1.845 0.398
H -4.867 -1.403 -0.505 0.392
H -3.710 0.830 -2.934 0.534
H -0.869 0.659 4.980 0.483
H 0.629 -0.957 5.956 0.427
H 0.884 -2.432 5.006 0.378
H 2.074 -1.145 4.954 0.386
H -3.945 0.547 3.509 0.365
H -3.091 1.160 4.933 0.369
H -4.197 2.205 4.058 0.462
H -3.410 1.472 1.185 0.268
H -3.642 3.107 1.809 0.530
H -2.138 2.680 0.984 0.359
H -1.244 2.930 4.645 0.362
H -0.821 3.504 3.024 0.282
H -2.362 3.954 3.758 0.471
H 4.751 0.648 -1.942 0.491
H 5.138 -1.505 -2.964 0.421
H 4.561 -2.842 -1.958 0.391
H 3.650 -2.362 -3.383 0.365
H 1.532 3.331 0.075 -0.014
H 2.442 2.785 1.483 0.349
H 2.880 4.297 0.684 0.520
H 2.644 3.348 -2.244 0.206
H 3.928 4.341 -1.551 0.492
H 4.339 2.869 -2.415 0.388
H 4.855 1.978 1.219 0.382
H 5.648 2.040 -0.361 0.345
H 5.236 3.530 0.472 0.477
H -3.351 2.863 -3.685 0.427
H -2.104 3.464 -4.758 0.420
H -2.586 1.777 -4.861 0.483
H -2.088 3.586 -1.595 0.342
H -0.360 3.226 -1.448 0.071
H -0.935 4.350 -2.691 0.489
H -0.057 1.257 -4.629 0.381
H 0.270 2.979 -4.443 0.471
H 0.828 1.842 -3.211 0.053
Cl -0.788 -4.559 2.573 -0.206
C -0.463 -5.638 1.201 1.215
C -0.240 -4.999 -0.009 -0.775
C -0.264 -5.801 -1.150 0.949
Cl -0.264 -5.085 -2.714 -0.122
C -0.344 -7.188 -1.042 -0.132
Cl -0.307 -8.171 -2.438 -0.143
C -0.469 -7.793 0.221 0.593
Cl -0.548 -9.487 0.359 -0.122
C -0.572 -7.007 1.371 -0.426
Cl -0.835 -7.685 2.915 -0.160
```

For the LUMO energy (spin up / spin down), the calculation gives -7.02 / -6.98 eV. As for the net charge: +2. The calculation puts the frontier orbital gap (spin up / spin down) at 6.75 / 6.78 eV. For the molar mass, the calculation gives 854.9 g/mol. The energy relative to the best compared isomer or geometry (same formula, charge and spin) comes out at 0.1 kcal per mole.

***

Here is a 3-piece molecular cluster, C5H7NO overall at a distorted geometry from the OMol25 dataset. Energies are from ωB97M-V/def2-TZVPD.

```
14
Properties=species:S:1:pos:R:3:mulliken_charge:R:1
N 2.229 -1.741 0.598 -0.379
C 1.267 -1.222 1.045 0.041
O 1.691 0.505 -0.827 -0.450
C 0.964 1.448 -0.620 -0.248
C -1.365 0.622 0.454 -0.763
C -1.570 -0.431 -0.597 -0.382
C -1.021 -0.591 0.774 -0.004
H 2.872 -1.278 -0.019 0.361
H 0.477 1.970 -1.461 0.312
H 0.783 1.855 0.388 0.310
H -1.840 1.460 0.928 0.393
H -0.960 -0.442 -1.507 0.156
H -2.568 -0.854 -0.726 0.220
H -0.959 -1.300 1.570 0.432
```

For the LUMO energy, the calculation gives 0.57 eV. The calculation puts the frontier orbital gap at 9.41 eV. For the molar mass, the calculation gives 97.1 g/mol. The energy relative to the best compared isomer or geometry (same formula, charge and spin) comes out at 145.9 kcal per mole.

***

Here is a 2-piece molecular cluster, C22H32F9N2O5P3 overall at a distorted geometry from the OMol25 dataset. Energies are from ωB97M-V/def2-TZVPD.

```
73
Properties=species:S:1:pos:R:3:mulliken_charge:R:1
C 0.159 3.469 0.376 -1.433
C -0.510 2.978 -0.917 0.004
P -1.716 1.513 -0.817 -0.096
C -2.247 1.844 0.973 -1.327
P -0.721 -0.599 -1.103 2.335
C -2.177 -1.480 -0.093 -0.651
C -3.201 -2.282 -0.843 -0.418
O -3.302 -3.495 -0.692 -0.618
C 0.134 -2.324 -1.223 -1.211
C -0.298 -3.480 -2.133 -0.929
C -0.015 -4.835 -1.421 -0.978
C 1.429 -5.320 -1.578 -0.488
N 1.776 -6.246 -0.443 -0.252
C 2.939 -5.823 0.268 0.504
C 2.710 -5.234 1.635 -0.930
O 4.050 -5.907 -0.205 -0.588
C -1.856 -0.808 -2.690 0.473
O -1.649 -1.585 -3.651 -0.750
O -2.840 -0.038 -2.720 -0.567
P 0.465 -0.122 0.784 0.126
N -0.392 -0.641 2.218 -0.725
O 1.822 -1.124 1.000 -0.560
C 0.705 0.141 -2.383 -0.299
F 0.057 1.002 -3.238 -0.398
F 1.060 -0.829 -3.316 -0.378
C 2.096 0.668 -2.048 0.195
F 2.958 -0.309 -1.672 -0.333
F 2.244 1.641 -1.135 -0.230
C 2.919 1.225 -3.326 0.486
F 3.424 0.251 -4.093 -0.289
F 4.044 1.786 -2.773 -0.344
C 2.344 2.348 -4.211 0.673
F 1.478 1.953 -5.131 -0.221
F 1.937 3.422 -3.547 -0.251
F 3.424 2.796 -4.958 -0.332
H 0.922 4.208 0.097 0.426
H 0.670 2.707 0.960 0.266
H -0.521 4.014 1.030 0.421
H -1.170 3.796 -1.223 0.660
H 0.237 2.927 -1.701 -0.224
H -1.472 1.707 1.731 0.231
H -3.185 1.347 1.209 0.486
H -2.501 2.907 0.988 0.508
H -2.826 -0.760 0.431 0.290
H -1.860 -2.161 0.696 0.257
H -3.992 -1.803 -1.436 0.462
H 0.086 -2.728 -0.200 0.403
H 1.220 -2.256 -1.331 0.447
H -1.306 -3.567 -2.506 0.543
H 0.356 -3.514 -3.009 0.355
H -0.323 -4.815 -0.377 0.327
H -0.654 -5.589 -1.891 0.328
H 2.159 -4.519 -1.670 0.344
H 1.456 -5.950 -2.464 0.328
H 1.908 -7.189 -0.774 0.278
H 2.959 -5.964 2.402 0.340
H 3.279 -4.318 1.759 0.230
H 1.660 -4.988 1.779 0.276
H -1.372 -0.399 2.230 0.279
H -0.261 -1.625 2.423 0.293
H 1.556 -1.978 1.360 0.261
C -0.306 5.394 4.529 -0.413
C -1.087 4.250 4.466 -0.336
C -2.470 4.351 4.492 -0.337
C -3.074 5.598 4.571 -0.375
C -2.293 6.744 4.631 -0.346
C -0.909 6.642 4.614 -0.338
H 0.774 5.314 4.511 0.366
H -0.618 3.277 4.396 0.378
H -3.077 3.456 4.447 0.353
H -4.154 5.676 4.584 0.349
H -2.764 7.718 4.690 0.341
H -0.299 7.536 4.664 0.346
```

For the LUMO energy, the calculation gives 4.01 eV. As for the net charge: -2. The calculation puts the frontier orbital gap at 4.23 eV. For the molar mass, the calculation gives 668.4 g/mol.

***

Here is a 9-piece molecular cluster, C18H59BClO10P2S8 overall at a distorted geometry from the OMol25 dataset. Energies are from ωB97M-V/def2-TZVPD.

```
99
Properties=species:S:1:pos:R:3:mulliken_charge:R:1
C 3.434 -1.261 8.577 -1.020
B 2.692 -2.653 8.284 0.632
O 3.494 -3.816 8.121 -0.648
P 0.724 -2.665 8.122 0.204
C 0.924 -2.858 6.220 -1.443
P -1.537 -2.546 7.888 -0.176
O -1.812 -1.363 6.711 -0.282
Cl -2.239 -1.580 9.657 -0.357
H 4.408 -1.402 9.057 0.251
H 3.562 -0.695 7.645 0.357
H 2.754 -0.662 9.189 0.273
H 4.121 -3.621 7.413 0.270
H 0.766 -1.177 8.032 -0.184
H 0.573 -2.556 9.603 -0.070
H 0.639 -4.131 8.246 -0.105
H 0.003 -2.843 5.631 0.507
H 1.640 -2.101 5.892 0.139
H 1.388 -3.843 6.067 0.385
H -1.042 -0.759 6.703 0.271
C -0.988 2.734 3.487 -0.805
S -1.150 1.146 4.318 0.458
O -0.040 1.048 5.307 -0.637
C -0.679 0.253 2.829 -0.025
H -1.201 3.530 4.200 0.429
H 0.021 2.843 3.104 0.175
H -1.708 2.769 2.670 0.245
H 0.291 0.593 2.491 -0.450
H -1.435 0.452 2.065 0.166
H -0.641 -0.810 3.046 0.404
C 3.898 -2.065 1.681 -0.778
S 2.689 -0.883 2.296 0.541
O 1.464 -1.657 2.610 -0.546
C 2.424 -0.065 0.709 0.129
H 4.187 -2.727 2.495 0.435
H 3.446 -2.646 0.877 -0.015
H 4.775 -1.528 1.317 0.367
H 2.090 -0.793 -0.032 -0.089
H 3.353 0.407 0.384 0.432
H 1.660 0.700 0.844 -0.357
C -0.707 4.018 -1.047 -1.137
S -0.877 2.479 -0.134 0.780
O 0.260 2.418 0.834 -0.735
C -0.406 1.422 -1.512 -1.147
H -0.899 4.853 -0.379 0.469
H 0.306 4.095 -1.439 0.174
H -1.432 4.031 -1.861 0.410
H 0.590 1.702 -1.859 0.263
H -1.137 1.529 -2.311 0.493
H -0.399 0.392 -1.159 0.337
C 2.923 -3.668 -1.906 -1.090
S 3.972 -2.212 -2.027 0.542
O 3.123 -1.101 -2.547 -0.564
C 4.971 -2.814 -3.398 -1.036
H 2.184 -3.487 -1.127 0.317
H 2.419 -3.837 -2.858 0.411
H 3.532 -4.530 -1.637 0.396
H 4.329 -3.040 -4.250 0.309
H 5.516 -3.704 -3.084 0.397
H 5.677 -2.031 -3.668 0.324
C 2.343 1.125 -4.504 -0.867
S 2.804 2.572 -5.463 0.372
O 1.882 3.678 -5.076 -0.499
C 2.229 1.940 -7.048 -1.058
H 2.578 1.316 -3.460 0.210
H 1.274 0.939 -4.611 0.346
H 2.914 0.263 -4.845 0.411
H 1.167 1.703 -6.984 0.321
H 2.802 1.051 -7.312 0.396
H 2.388 2.712 -7.798 0.346
C -4.698 -1.240 -0.427 -1.046
S -3.436 -0.501 -1.472 0.624
O -3.410 0.956 -1.156 -0.596
C -4.332 -0.702 -3.017 -0.972
H -4.356 -1.183 0.605 0.336
H -5.632 -0.690 -0.538 0.323
H -4.833 -2.285 -0.709 0.359
H -5.292 -0.196 -2.958 0.328
H -4.479 -1.762 -3.214 0.279
H -3.734 -0.264 -3.815 0.349
C -8.085 -4.002 -3.636 -0.934
S -6.815 -3.278 -4.684 0.538
O -6.769 -1.823 -4.371 -0.580
C -7.720 -3.457 -6.229 -0.979
H -7.739 -3.952 -2.605 0.299
H -9.012 -3.439 -3.740 0.315
H -8.237 -5.044 -3.919 0.359
H -8.671 -2.930 -6.159 0.304
H -7.883 -4.516 -6.432 0.368
H -7.117 -3.023 -7.023 0.322
C 2.391 8.053 -2.928 -0.957
S 0.904 7.192 -3.464 0.419
O 0.171 6.785 -2.235 -0.567
C 1.748 5.726 -4.081 -0.920
H 2.088 8.989 -2.465 0.332
H 2.927 7.441 -2.203 0.295
H 3.021 8.260 -3.794 0.347
H 2.329 5.272 -3.279 0.292
H 2.398 6.004 -4.911 0.434
H 0.995 5.023 -4.430 0.356
```

For the LUMO energy, the calculation gives 1.13 eV. As for the net charge: -1. The calculation puts the frontier orbital gap at 3.29 eV. For the molar mass, the calculation gives 800.4 g/mol.

***

Here is a 2-piece molecular cluster, CH4O2 overall at a distorted geometry from the OMol25 dataset. Energies are from ωB97M-V/def2-TZVPD.

```
7
Properties=species:S:1:pos:R:3:mulliken_charge:R:1
C -0.296 -1.720 0.729 -0.028
O 0.185 -2.739 0.440 -0.355
H -0.852 -1.172 -0.090 0.164
H -0.507 -1.225 1.686 0.217
O 0.198 2.041 -1.214 -0.629
H 0.154 2.678 -0.340 0.330
H 1.119 2.138 -1.211 0.301
```

For the LUMO energy, the calculation gives 0.56 eV. The calculation puts the frontier orbital gap at 10.51 eV. For the molar mass, the calculation gives 48.0 g/mol. The energy relative to the best compared isomer or geometry (same formula, charge and spin) comes out at 21.1 kcal per mole. As for the SMILES: C=O.O.

***

Here is a 2-piece molecular cluster, C4H10N2O overall at a distorted geometry from the OMol25 dataset. Energies are from ωB97M-V/def2-TZVPD.

```
17
Properties=species:S:1:pos:R:3:mulliken_charge:R:1
C 2.431 -0.533 0.922 -0.355
C -2.318 -0.288 -0.391 0.263
C -2.949 0.572 0.716 -0.839
C 2.085 -0.035 -1.401 -0.745
N 0.353 0.187 0.136 -0.776
N 1.581 -0.207 -0.038 0.442
O -2.556 -1.464 -0.437 -0.520
H 2.142 -0.378 1.947 0.234
H 3.528 -0.476 0.763 0.162
H -1.518 0.218 -1.009 0.289
H -2.153 1.265 0.920 0.270
H -3.208 -0.120 1.531 0.231
H -3.951 1.035 0.328 0.298
H 3.151 -0.313 -1.432 0.281
H 1.380 -0.577 -2.098 0.271
H 2.014 1.054 -1.640 0.281
H -0.010 0.061 1.182 0.213
```

For the LUMO energy (spin up / spin down), the calculation gives 0.65 / 0.65 eV. The calculation puts the frontier orbital gap (spin up / spin down) at 8.70 / 8.69 eV. For the molar mass, the calculation gives 102.1 g/mol. The energy relative to the best compared isomer or geometry (same formula, charge and spin) comes out at 112.4 kcal per mole.